1.
73
Properties=species:S:1:pos:R:3:forces:R:3 method="wB97M-V/def2-TZVPD" relative_energy_kj_mol=0.0 multiplicity=6 mol_weight_da=740.7 s2=8.7571 homo_ev="-6.75 / -7.69" total_energy_ev=-104238.9002
Mn -2.651446 -0.761022 1.079637 -0.169 0.493 0.082
C 3.947165 2.514441 0.804944 -0.389 1.130 -0.122
C 2.744264 1.634421 0.984970 -0.606 0.569 -0.742
C 2.823547 0.271803 1.067792 -0.522 -0.463 0.073
C 1.730673 -0.584377 1.100121 0.312 0.166 -0.222
C 1.980918 -2.056044 1.277339 0.401 2.705 -1.315
O 1.118342 -2.711524 1.760600 -1.566 -2.092 1.657
C 3.196140 -2.717241 0.736047 0.949 -0.713 -0.547
C 3.799065 -2.293854 -0.446389 0.358 -1.743 0.683
C 4.795886 -3.096189 -1.050577 -0.521 0.437 0.074
C 5.175286 -4.303102 -0.463001 -0.595 0.945 0.283
C 4.609229 -4.685170 0.760801 0.484 -0.772 -0.626
C 3.611752 -3.934993 1.300072 -1.159 1.085 1.226
C 0.406337 -0.028124 0.957209 0.233 1.118 -0.150
O -0.636876 -0.729292 0.844392 -0.557 -1.676 0.194
C 0.265154 1.413245 0.838161 2.014 0.200 -0.319
C 1.475325 2.194752 0.805481 -1.050 -0.824 0.766
C -1.033250 2.072494 0.665492 -1.918 0.051 0.960
N -2.202123 1.468044 0.732926 2.006 -0.440 -0.407
C -3.461653 2.100023 0.438441 1.073 2.578 0.075
C -3.818711 1.833380 -0.994583 -1.985 0.360 -1.434
Te -3.917156 -0.266017 -1.729045 -0.498 0.220 0.765
C -2.119851 -0.087222 -2.798158 0.184 0.636 0.009
C -1.921829 1.076937 -3.529196 -0.281 -0.461 0.924
C -0.666746 1.522638 -3.810213 0.321 0.276 -0.681
C 0.442995 0.751330 -3.561012 -0.466 0.402 0.584
C 0.245758 -0.458880 -2.916048 0.927 -0.530 -1.159
C -1.009989 -0.877805 -2.550008 -0.628 -0.150 0.285
C -1.024123 3.587441 0.751081 1.136 -0.963 -3.527
C -1.404781 4.140810 1.885155 -0.623 0.442 4.874
C -1.263467 5.498865 2.183112 -0.838 -0.338 -0.027
C -0.920163 6.396379 1.209638 -0.019 0.116 -0.990
C -0.738204 5.871736 -0.082839 1.680 -0.763 -0.194
C -0.635378 4.456505 -0.282676 -0.909 1.337 -0.858
H 4.142261 3.149086 1.675590 -0.232 0.046 -0.013
H 3.649800 3.176155 -0.033493 0.766 -0.075 0.377
H 4.910768 2.055102 0.602781 -0.214 -0.499 -0.274
H 3.788136 -0.161997 1.049661 0.940 -0.447 0.279
H 3.331851 -1.463278 -0.886969 0.090 1.202 -0.916
H 5.227318 -2.762864 -1.999742 -0.141 -0.279 0.327
H 5.852615 -4.948102 -0.972234 0.581 -0.290 -0.170
H 4.903085 -5.619021 1.243503 -0.035 0.251 -0.211
H 3.069281 -4.216945 2.209488 0.395 -0.186 -0.282
H 1.421891 3.275417 0.700046 -0.134 -0.146 -0.079
H -3.414695 3.240344 0.659926 -0.155 -1.552 -0.807
H -4.257528 1.765303 1.065957 -0.243 -0.642 0.561
H -3.110964 2.127398 -1.767705 0.169 0.665 0.580
H -4.823044 2.344344 -1.216643 1.383 -0.954 0.157
H -2.716903 1.738373 -3.734286 -1.027 0.489 -0.322
H -0.598660 2.489777 -4.260342 0.329 0.449 -0.336
H 1.386280 1.197539 -3.797206 0.656 -0.371 -0.074
H 1.070849 -1.155111 -2.886259 0.200 -0.033 0.561
H -1.165733 -1.809292 -2.040790 0.211 -0.352 0.322
H -1.701752 3.471176 2.740749 0.168 0.707 -0.983
H -1.573398 5.829851 3.149905 0.137 0.190 0.584
H -0.807490 7.475200 1.408256 -0.203 -0.699 -0.152
H -0.419884 6.584080 -0.866644 -0.404 -0.711 0.247
H -0.411588 4.057291 -1.295972 -0.010 0.345 0.860
Cl -5.834322 -0.097951 1.677064 0.009 -0.302 0.077
C -4.239947 -0.370972 2.543423 0.606 -1.501 -1.726
H -4.287357 -1.297767 3.099619 -0.592 -0.395 0.078
H -4.199264 0.372041 3.256567 0.150 1.853 1.434
C 0.269545 -4.392945 -0.381480 -2.075 0.331 -0.118
N -0.838522 -3.659816 0.239023 -0.579 -1.924 -0.458
C -2.060744 -4.203627 0.407612 1.304 0.171 0.046
N -2.263087 -5.514379 0.141948 0.340 -2.191 -0.458
S -3.354323 -3.271250 0.915228 -0.532 0.251 0.354
H 0.830270 -3.629888 -0.882340 0.689 0.014 -0.460
H -0.268034 -5.028610 -1.099895 1.001 -0.109 -0.098
H 0.862349 -4.920383 0.342427 0.346 -0.392 0.174
H -0.566692 -2.860214 0.765376 -0.279 1.025 0.364
H -1.552125 -6.274764 -0.069358 -0.999 2.039 0.536
H -3.192316 -5.903702 0.327568 0.603 0.680 -0.175

=====

2.
19
Properties=species:S:1:pos:R:3:forces:R:3 method="wB97M-V/def2-TZVPD" relative_energy_kj_mol=158.8 multiplicity=1 mol_weight_da=130.2 homo_ev=-19.28 charge=+2 total_energy_ev=-12298.8795
C 1.548060 -0.374899 1.464490 -5.658 1.737 -1.690
C 1.769490 -0.113972 -0.948849 -2.256 0.806 0.166
C -0.632854 0.637614 -0.217836 1.707 -0.159 -1.290
C -2.210324 -1.242318 -0.273920 -1.272 0.272 -3.615
N 0.251658 -0.105318 1.281377 1.472 -0.827 -0.284
N 2.264902 -0.205142 0.285102 0.770 -0.529 1.019
N 0.452660 0.113836 -1.222114 1.493 0.066 -0.618
N -0.586495 1.954199 0.013963 -0.056 -0.526 -0.312
O -1.872032 0.194112 -0.359436 1.206 -0.392 1.516
H 1.914031 -0.644292 2.439702 0.838 -0.105 0.028
H 2.569074 -0.201395 -1.705464 -1.016 0.072 -0.192
H -1.942032 -1.594142 -1.306855 0.439 -0.520 1.426
H -3.304409 -1.374805 -0.324275 0.330 0.921 0.370
H -1.894758 -1.744255 0.592679 1.113 -0.471 0.901
H -0.518004 -0.141006 1.961745 1.180 -0.372 0.593
H 3.274494 -0.227608 0.360254 0.178 -0.262 -0.056
H 0.236190 0.156007 -2.267979 0.062 -0.005 1.858
H 0.094806 2.656041 -0.244996 0.187 -0.503 -0.035
H -1.414457 2.257343 0.472412 -0.716 0.797 0.214

=====

3.
30
Properties=species:S:1:pos:R:3:forces:R:3 method="wB97M-V/def2-TZVPD" relative_energy_kj_mol=166.4 multiplicity=2 mol_weight_da=184.3 s2=0.7660 homo_ev="-12.88 / -12.28" charge=+1 total_energy_ev=-14767.3519
C 2.795901 2.031793 1.985352 -0.342 1.291 0.258
C -0.691812 0.815956 1.534192 -0.206 -3.787 4.660
C 0.588050 0.962196 2.140445 -1.892 2.372 -3.269
C -1.127396 1.492805 0.457039 2.359 2.694 -1.866
C 1.370426 1.940536 1.520211 2.686 -1.530 1.336
C -0.310839 2.558943 0.021063 0.857 -0.384 0.731
C 0.998277 2.808979 0.494481 -3.700 -1.159 0.035
H -1.408164 0.146201 2.143787 0.926 0.913 -1.361
H 0.842292 0.493899 3.047224 0.461 -0.642 0.719
H -1.931403 1.253507 -0.152832 -1.844 -0.409 -0.394
H -0.691052 3.243090 -0.661792 -0.740 0.845 -1.503
H 2.685328 2.331662 3.068836 0.983 0.355 -1.146
H 3.281257 2.716682 1.236781 0.144 -0.265 1.594
H 1.517331 3.686479 0.134998 0.467 -0.321 0.141
H 3.345150 1.101842 1.984607 -0.108 -0.422 -0.123
C 0.572226 -1.012803 -2.807984 1.052 0.743 -1.087
C -0.755285 -2.261913 0.524042 -0.643 -0.266 2.155
C -2.116602 -2.643657 0.227482 2.996 1.462 -1.214
C 0.123920 -1.624037 -0.398219 -0.266 -0.507 -1.052
C -0.309932 -1.516749 -1.725144 0.304 -0.825 -0.952
C -2.454575 -2.450473 -1.101799 1.420 -0.409 0.877
C -1.526381 -2.031378 -2.099623 -1.800 1.217 -0.597
H -0.353467 -2.454006 1.553715 -0.473 0.175 -1.056
H -2.782189 -3.019747 0.972447 -0.208 -0.180 0.255
H 1.195731 -1.399081 -0.264024 -0.813 -0.064 0.740
H -3.412046 -2.707574 -1.375358 -2.086 -0.476 -0.853
H 1.169277 -1.782994 -3.388235 -1.007 0.512 0.788
H 1.344338 -0.380274 -2.343957 -0.254 0.158 -0.432
H -1.922947 -1.875790 -3.173575 0.888 -0.594 1.856
H -0.035410 -0.424089 -3.554151 0.840 -0.499 0.757

=====

4.
12
Properties=species:S:1:pos:R:3:forces:R:3 method="wB97M-V/def2-TZVPD" smiles="[H]/N=c1/o[nH]cc1C=O" relative_energy_kj_mol=383.5 multiplicity=1 mol_weight_da=112.1 homo_ev=-9.10 total_energy_ev=-11284.5651
H -0.399975 2.579598 0.289830 -1.562 -0.887 -0.498
N -1.271056 1.985221 0.122051 1.626 -0.298 0.444
C -0.888113 0.784294 0.001153 1.176 -0.995 -1.066
O -1.873199 -0.261624 -0.234597 1.210 -0.016 1.121
N -1.220723 -1.534322 -0.018127 -0.181 -0.298 1.326
C 0.110894 -1.304065 0.152216 -0.298 4.908 -1.782
C 0.477459 0.051781 -0.093624 -3.053 -1.765 1.729
C 1.862723 0.562153 -0.006801 -0.968 -0.535 -0.449
O 2.799858 -0.221184 -0.062147 -0.477 1.491 0.249
H -1.718824 -2.185292 0.691149 0.778 1.842 -1.611
H 0.887266 -1.962621 0.295754 1.016 -2.210 0.512
H 1.882940 1.709497 0.052071 0.734 -1.238 0.024

=====

5.
115
Properties=species:S:1:pos:R:3:forces:R:3 method="wB97M-V/def2-TZVPD" smiles="CCOC[C@](C)(OCC[C@H](C)F)[C@](CP(=O)(O)O)(OCF)[C@H](Cl)CC.CCOC(=O)OC.CCOC(=O)OC.CCOC(=O)OC.CCOC(=O)OC" multiplicity=1 mol_weight_da=827.2 homo_ev=-9.67 total_energy_ev=-97254.1715
C 4.168739 1.763571 0.343103 -0.664 0.848 0.663
C 2.729241 1.259309 0.827598 2.594 0.062 -0.929
O 2.137998 0.612345 -0.300048 -1.118 0.333 0.528
C 0.689964 0.567560 -0.190108 0.869 -0.212 -0.320
C 0.207799 -0.922088 -0.366006 0.031 0.087 3.023
C 0.722254 -1.608808 0.979631 1.433 -0.103 -1.165
O 0.838449 -1.651089 -1.385360 -0.628 0.828 -0.142
C 1.020024 -1.012898 -2.632760 1.472 -0.410 -1.786
C 2.554119 -0.915914 -3.008687 -1.020 -0.253 -0.372
C 3.096876 -2.214417 -3.682714 1.461 0.469 1.155
C 4.061981 -2.973573 -2.704731 -0.140 -0.092 -0.275
F 3.927176 -1.793034 -4.751203 -0.430 -0.167 -0.023
C -1.410265 -1.080520 -0.312756 1.928 -0.414 -1.537
C -2.036158 0.015036 -1.235213 0.159 -1.027 -0.238
P -3.814432 -0.060955 -1.735112 -3.299 4.608 -1.677
O -4.330807 1.374822 -1.779181 1.654 -2.795 0.462
O -4.860290 -0.904439 -0.753937 1.774 0.089 -0.957
O -4.076904 -0.636828 -3.306882 0.527 -0.215 2.753
O -1.725649 -1.013507 1.076132 -0.820 1.029 -0.471
C -2.513088 0.032790 1.493007 -1.196 0.271 1.662
F -1.854992 1.273279 1.528221 0.160 -0.566 -0.309
C -1.660267 -2.584278 -0.752766 -0.997 -0.237 0.350
Cl -1.794006 -2.784578 -2.581018 0.146 0.164 0.878
C -2.932397 -3.276509 -0.157380 0.627 -1.762 -0.385
C -2.597870 -4.829680 -0.047466 -0.914 1.005 -0.354
H 4.240130 2.856232 0.573472 0.040 -0.777 -0.146
H 4.291988 1.686290 -0.756219 -0.096 -0.326 0.727
H 4.990926 1.283449 0.912238 -0.483 0.077 -0.620
H 2.196597 2.166349 1.179380 -0.198 -0.818 -0.117
H 2.931355 0.503515 1.617015 -0.650 0.588 -0.080
H 0.478355 0.900677 0.849948 -0.646 -0.150 -1.010
H 0.309011 1.273607 -0.958176 -0.053 -0.340 0.569
H 0.267080 -2.598891 1.165856 0.063 0.691 0.161
H 1.806354 -1.803419 0.780856 -0.784 0.116 0.184
H 0.696797 -0.919428 1.839841 -0.372 -0.641 -0.365
H 0.576135 -1.669330 -3.424225 0.057 0.566 0.661
H 0.580361 -0.007775 -2.779940 0.024 -0.483 0.702
H 3.185292 -0.677341 -2.133277 -0.593 0.072 -0.438
H 2.619383 -0.082050 -3.745511 0.169 -0.632 0.390
H 2.317220 -2.876906 -4.103413 0.336 0.403 0.160
H 4.562192 -2.264983 -2.007506 -0.497 -0.417 -0.435
H 3.504071 -3.733565 -2.118825 0.362 0.466 -0.249
H 4.888550 -3.469617 -3.265104 -0.825 0.176 0.218
H -1.864820 1.052008 -0.866304 -0.523 -0.852 0.023
H -1.461496 -0.023552 -2.193997 -0.647 -0.159 0.598
H -5.360101 -1.571253 -1.235525 -0.114 -0.107 0.148
H -4.500555 -1.497102 -3.193477 0.193 -0.223 -0.579
H -3.468439 0.205289 0.959470 0.712 -0.195 -0.208
H -2.782857 -0.169180 2.555529 0.310 -0.059 -0.708
H -0.810987 -3.247285 -0.482223 -0.344 0.943 -0.231
H -3.227499 -2.959739 0.858040 0.151 0.397 -0.738
H -3.759151 -3.229432 -0.899335 0.388 0.335 0.821
H -3.546297 -5.338236 0.233691 0.791 0.073 -0.007
H -1.803066 -5.011144 0.705182 -0.467 -0.029 -0.560
H -2.328183 -5.170107 -1.067707 0.128 -0.087 0.734
C 0.817883 6.053724 4.104994 0.070 0.187 -0.254
C 1.965311 5.283265 4.725732 -0.523 0.122 0.289
O 3.029816 5.082558 3.784469 0.208 -0.083 -0.020
C 3.791788 6.151791 3.539894 -0.153 -0.218 -0.117
O 3.673296 7.238204 4.036425 0.040 0.106 0.111
O 4.703480 5.809303 2.623556 -0.036 -0.070 0.034
C 5.522466 6.895636 2.190603 0.297 0.198 -0.190
H 0.475557 5.560942 3.192439 -0.064 -0.087 0.098
H -0.018167 6.130220 4.801125 0.031 -0.069 0.002
H 1.122169 7.062977 3.827403 0.026 -0.013 0.116
H 1.621692 4.290543 5.016697 0.246 -0.080 -0.174
H 2.340437 5.771919 5.626562 0.113 0.093 -0.158
H 5.998012 7.393248 3.035096 -0.160 0.024 -0.008
H 4.927603 7.605606 1.614853 0.015 0.056 0.145
H 6.297081 6.484584 1.546344 -0.145 -0.192 0.052
C -2.941159 5.231470 -2.277323 0.043 -0.199 0.098
C -2.279224 6.593280 -2.275417 -0.484 -0.221 -0.428
O -1.403740 6.733633 -1.150060 0.216 0.256 0.030
C -0.256482 6.067389 -1.249555 -0.307 -0.045 0.222
O 0.092720 5.386906 -2.176410 0.160 -0.019 -0.170
O 0.433156 6.251603 -0.120976 0.056 0.086 0.031
C 1.625767 5.475017 -0.058279 0.440 -0.137 0.187
H -3.450918 5.051416 -1.329310 -0.102 0.087 -0.070
H -3.667117 5.162288 -3.087967 -0.017 0.011 0.042
H -2.212508 4.431070 -2.403953 -0.006 0.093 -0.106
H -3.034773 7.372828 -2.177818 0.166 0.054 0.243
H -1.741717 6.780101 -3.206959 0.161 -0.084 0.132
H 2.255820 5.644571 -0.931189 -0.134 -0.105 -0.035
H 1.374137 4.416994 0.032722 0.060 0.011 -0.155
H 2.178153 5.777403 0.830125 -0.225 0.123 0.039
C 3.654761 -3.033104 7.798045 -0.299 -0.034 0.018
C 4.137770 -2.200628 6.626763 0.339 -0.104 0.485
O 3.199662 -2.222857 5.542841 0.022 0.081 -0.164
C 2.111702 -1.472639 5.713180 0.061 -0.246 -0.114
O 1.861824 -0.786660 6.666822 -0.019 0.150 0.093
O 1.331259 -1.626907 4.639052 0.032 0.036 -0.060
C 0.078319 -0.952189 4.735676 -0.380 0.157 -0.095
H 3.423370 -4.049507 7.473677 0.152 -0.002 -0.012
H 4.415274 -3.074222 8.578779 0.023 -0.004 -0.062
H 2.743530 -2.619270 8.229985 0.089 0.097 -0.001
H 5.063245 -2.624477 6.237325 -0.162 0.006 -0.246
H 4.352182 -1.172415 6.923342 -0.205 0.001 -0.039
H 0.213173 0.105969 4.959778 0.042 -0.093 0.129
H -0.544638 -1.426603 5.494939 0.069 0.129 0.068
H -0.418803 -1.041179 3.771190 0.196 -0.161 -0.030
C -4.000222 -3.834969 -5.128797 0.161 -0.291 -0.157
C -5.359666 -4.460179 -4.883126 0.162 0.515 0.194
O -5.548987 -5.636106 -5.676108 -0.167 -0.054 0.032
C -4.898232 -6.719557 -5.250301 -0.034 -0.007 -0.279
O -4.197625 -6.790767 -4.276651 0.027 -0.002 0.178
O -5.147387 -7.713742 -6.105313 -0.048 0.061 0.056
C -4.427044 -8.912861 -5.821597 0.122 -0.390 -0.027
H -3.856094 -3.640258 -6.192971 -0.124 0.126 0.034
H -3.902580 -2.898356 -4.582982 0.018 0.033 -0.088
H -3.194917 -4.498263 -4.813137 -0.081 0.023 0.125
H -6.140495 -3.760524 -5.182713 -0.080 -0.232 -0.168
H -5.515488 -4.685948 -3.825395 0.107 -0.181 -0.062
H -4.593272 -9.240907 -4.795947 0.085 0.133 -0.013
H -3.363066 -8.761872 -6.006492 -0.028 0.014 0.149
H -4.793932 -9.682173 -6.497801 -0.115 0.206 -0.071

=====

Copy entry 4 word for word.
12
Properties=species:S:1:pos:R:3:forces:R:3 method="wB97M-V/def2-TZVPD" smiles="[H]/N=c1/o[nH]cc1C=O" relative_energy_kj_mol=383.5 multiplicity=1 mol_weight_da=112.1 homo_ev=-9.10 total_energy_ev=-11284.5651
H -0.399975 2.579598 0.289830 -1.562 -0.887 -0.498
N -1.271056 1.985221 0.122051 1.626 -0.298 0.444
C -0.888113 0.784294 0.001153 1.176 -0.995 -1.066
O -1.873199 -0.261624 -0.234597 1.210 -0.016 1.121
N -1.220723 -1.534322 -0.018127 -0.181 -0.298 1.326
C 0.110894 -1.304065 0.152216 -0.298 4.908 -1.782
C 0.477459 0.051781 -0.093624 -3.053 -1.765 1.729
C 1.862723 0.562153 -0.006801 -0.968 -0.535 -0.449
O 2.799858 -0.221184 -0.062147 -0.477 1.491 0.249
H -1.718824 -2.185292 0.691149 0.778 1.842 -1.611
H 0.887266 -1.962621 0.295754 1.016 -2.210 0.512
H 1.882940 1.709497 0.052071 0.734 -1.238 0.024